The following is a DFT calculation (ωB97M-V/def2-TZVPD) of the molecule C5H6O.

XYZ file:
```
12
Properties=species:S:1:pos:R:3:lowdin_charge:R:1
C -0.75 0.20 1.94 0.107
C 0.27 0.53 1.39 -0.137
C 1.17 0.53 0.23 -0.139
C 0.47 -0.54 -0.61 -0.341
C -0.86 -0.21 -1.10 -0.135
O 0.24 -0.38 -1.99 -0.023
H -1.69 -0.16 2.29 0.037
H 2.21 0.27 0.47 0.115
H 1.16 1.50 -0.30 0.127
H 0.66 -1.56 -0.27 0.152
H -1.20 0.81 -0.97 0.121
H -1.64 -0.97 -1.09 0.117
```

Total energy: -269.2245 hartree
Net charge: 0
HOMO-LUMO gap: 10.95 eV



The following is a DFT calculation (ωB97M-V/def2-TZVPD) of the molecule C5H6O.

XYZ file:
```
12
Properties=species:S:1:pos:R:3:lowdin_charge:R:1
C -1.71 -0.07 -0.07 -0.043
C -0.20 0.19 -0.04 -0.421
C -0.06 1.50 -0.43 0.258
O 2.42 0.76 -0.20 0.003
C 2.09 -0.40 0.03 -0.289
C 0.72 -0.79 0.18 -0.071
H -2.31 0.85 -0.05 0.081
H -1.96 -0.67 0.80 0.093
H -1.95 -0.60 -0.99 0.096
H -0.34 2.26 0.32 0.070
H 2.85 -1.21 0.09 0.121
H 0.43 -1.81 0.37 0.102
```

Total energy: -269.2037 hartree
Net charge: 0
HOMO-LUMO gap: 8.00 eV



> The lowest HOMO-LUMO gap belongs to which entry?

number 2



> net charge of number 2 (C5H6O)?

0